DFT (ωB97M-V with the def2-TZVPD basis set) results for one molecule with the formula C7H12O in a non-equilibrium geometry.

Structure (XYZ):
```
20
Properties=species:S:1:pos:R:3:forces:R:3
H -2.179985 1.586433 -0.639768 1.118 1.295 0.538
C -0.257772 0.731032 -0.366638 -0.004 0.654 0.734
C -1.214863 1.883198 -0.101943 -0.554 -1.311 -0.427
H -0.352950 -2.518895 -1.240434 0.003 -0.743 0.405
C 2.517094 -0.368699 0.745172 -0.980 -0.627 -1.182
H 0.940775 -1.256917 -1.441528 0.564 -0.035 -0.481
H 1.958087 -1.281340 1.023612 0.236 0.345 0.027
H -1.447854 1.930433 0.990664 0.163 0.100 -0.822
H -2.183610 -2.067773 0.469343 0.002 -1.199 0.359
H 2.399575 0.357671 1.543059 0.174 0.300 -0.108
H -2.944223 -0.560033 0.114909 0.337 0.017 -0.903
C -0.704481 -0.695043 -0.324351 -1.014 1.193 0.352
C 0.047669 -1.561967 -0.973928 -1.386 -1.089 -0.612
H 1.476029 2.104075 -0.627399 -1.192 -1.561 -0.034
C -2.003387 -1.030127 0.425582 0.546 2.247 0.387
O 1.986738 0.083281 -0.537727 1.714 0.272 0.137
H -0.665233 2.796385 -0.425145 -1.113 -0.387 0.126
C 1.021057 1.042080 -0.578210 1.119 1.271 1.330
H -1.940703 -0.528432 1.419983 0.285 -0.961 -0.174
H 3.548043 -0.645356 0.524755 -0.018 0.219 0.349
```
Forces are in eV/Å.

E_LUMO in eV: 0.938
HOMO-LUMO gap in Ha: 0.335
SMILES string: C=C(C)/C(C)=C\OC
HOMO energy in eV: -8.2

DFT (ωB97M-V with the def2-TZVPD basis set) results for one molecule with the formula C16H18BrN3O2.

Structure (XYZ):
```
40
Properties=species:S:1:pos:R:3:forces:R:3
H -0.186769 2.413703 -1.036775 -0.031 0.065 -0.045
H -0.774612 -2.232741 -2.583583 -0.082 -0.048 0.052
H -1.300401 -1.658970 -0.269497 -0.041 -0.077 -0.061
H -2.219614 -1.995460 -5.798559 -0.064 0.000 -0.069
O 0.896824 -1.498169 3.786949 0.005 -0.024 -0.003
C -2.343190 -0.750572 -2.459273 0.069 -0.300 -0.078
H -1.134082 -0.730085 -6.382477 -0.043 0.024 -0.078
H 3.416246 2.062122 7.313581 0.092 0.103 0.155
H -2.823703 -1.178175 -1.580599 -0.054 0.023 -0.025
H -2.533171 -0.300361 -5.380326 -0.043 0.014 -0.053
C -0.183688 1.527223 -0.421717 0.011 -0.067 -0.079
C 2.994832 1.297253 6.695369 0.081 -0.691 0.305
H -3.132058 -0.345983 -3.104290 -0.015 -0.063 0.065
H 1.477580 1.517625 3.066174 0.001 -0.209 0.069
Br 3.600544 -1.012181 8.409901 -0.079 0.046 -0.155
C -1.745013 -1.049814 -5.538921 0.003 0.024 0.065
N 1.086632 0.603099 2.894081 0.168 0.316 0.164
H 0.724824 -0.469238 -3.381027 0.036 0.101 -0.013
N -0.878692 -1.267922 -4.401225 0.092 -0.106 -0.042
H -0.217256 1.764876 -2.965503 -0.073 0.035 -0.033
H 2.199044 2.368930 4.935123 -0.085 0.155 -0.172
H -1.679804 1.365867 -3.879084 0.067 0.062 0.020
O 2.356186 -0.720908 5.981038 -0.097 -0.374 -0.074
H -2.208842 -2.624780 -3.552978 0.014 -0.055 0.028
C 1.985164 0.178694 5.042958 0.096 0.962 -0.003
C -1.549221 -1.815430 -3.234988 -0.150 0.069 0.186
C -0.828649 0.362352 -0.862483 0.133 -0.016 0.492
C -0.826387 -0.732300 0.010603 -0.054 0.193 -0.355
C -0.088108 -0.112377 -4.023325 -0.015 0.252 0.087
C -0.885543 0.954163 -3.246818 0.311 -0.123 -0.275
C 0.437065 1.581710 0.805113 0.051 -0.203 0.126
C 2.957063 -0.043010 6.956915 0.269 0.602 0.353
H -0.219667 -1.541769 1.886850 0.001 -0.024 0.020
C -0.210215 -0.678119 1.243983 0.138 0.040 0.301
H 0.348133 0.326440 -4.922676 0.066 0.000 -0.004
C 1.267092 -0.344931 3.854625 0.094 0.004 0.122
C 0.438123 0.479496 1.657668 -0.249 -0.182 -0.319
H 0.922326 2.498159 1.113656 0.044 0.105 0.022
N -1.497992 0.361301 -2.073342 -0.382 0.088 -0.319
C 2.358999 1.440281 5.444880 -0.285 -0.722 -0.378
```
Forces are in eV/Å.

E_LUMO in eV: 0.639
HOMO-LUMO gap in Ha: 0.285
SMILES string: CN1CCN(c2ccc(NC(=O)c3ccc(Br)o3)cc2)CC1
HOMO energy in eV: -7.1

DFT (ωB97M-V with the def2-TZVPD basis set) results for C27H27HgN4O3 as an isolated structure.

Structure (XYZ):
```
62
Properties=species:S:1:pos:R:3:forces:R:3
H -1.999355 -4.247045 4.573581 0.017 -0.017 -0.013
N -0.607938 -2.356756 1.523882 -0.150 -0.008 0.037
C -1.604509 -3.721753 3.712986 -0.026 0.022 0.032
Hg -0.066645 -0.242038 0.065826 0.058 0.041 -0.126
C 2.819863 1.274862 0.830922 -0.214 -0.065 0.034
H 0.840954 -2.906224 -2.384320 -0.019 0.035 0.015
C 1.896485 -1.044257 -2.396409 0.040 0.042 0.015
H -2.088219 -3.246772 0.408291 0.013 0.019 0.007
C -1.496008 -2.273725 -3.610889 0.036 0.012 0.020
C 1.155685 -1.284772 2.884168 0.037 -0.132 0.218
C -3.563894 1.203318 -0.269147 0.176 -0.053 0.073
C 0.807486 -1.861493 -2.679357 0.030 -0.080 -0.017
C -2.198858 1.726943 3.713300 0.031 0.057 0.006
H -0.012357 -2.718747 4.788043 -0.021 0.028 -0.003
O 1.659017 -1.240369 3.994385 0.050 0.087 -0.060
C 2.720884 0.038696 1.726762 0.326 0.073 -0.060
C -0.328235 -1.368131 -3.315254 -0.035 -0.004 -0.020
C 3.113583 -1.592979 -1.697385 -0.057 0.039 0.011
H 0.773028 2.365072 -4.906058 0.003 -0.005 0.007
C -0.520345 -2.874139 3.847689 0.025 -0.118 0.007
O -2.992752 0.038037 -0.836932 -0.185 -0.080 -0.179
H -1.792600 1.850792 4.707796 0.003 -0.009 -0.020
H 1.474255 2.838164 -3.358176 0.008 -0.014 -0.017
H -1.237087 0.371553 -4.179118 0.043 -0.015 0.043
H -0.278276 1.424472 2.772094 -0.023 -0.006 0.007
C 2.995015 3.522067 -0.701511 0.011 0.012 -0.018
H -2.438655 -1.725126 -3.594509 0.008 -0.005 -0.017
H -0.279936 2.732815 -3.545350 0.018 -0.020 -0.003
C -3.558691 1.799438 3.471388 -0.055 -0.031 0.032
C 4.157615 2.970692 -0.179058 0.035 0.011 -0.018
H -3.283172 2.102774 -0.824262 0.035 -0.028 -0.045
H -4.253583 1.977617 4.282531 0.008 0.008 -0.015
H -1.562687 -3.079114 -2.878585 0.012 0.015 -0.010
C 1.793065 2.896801 -0.424317 -0.025 -0.092 0.077
O 3.751580 -0.330432 2.259420 -0.067 -0.059 0.041
H 4.934477 1.362105 1.051121 -0.001 0.015 -0.019
N -1.795054 1.322627 1.393238 -0.076 -0.088 0.130
H -5.082619 1.646516 1.956536 0.011 0.015 -0.006
C -1.354127 1.490520 2.639447 0.033 -0.031 -0.106
C -4.023253 1.619291 2.177162 0.024 -0.075 0.010
C 1.832232 0.299243 -2.763305 0.046 0.010 -0.076
C -0.048053 -2.211578 2.721740 0.067 0.145 -0.122
C 0.715852 0.821731 -3.405427 0.020 -0.012 -0.003
C 4.071708 1.832983 0.601895 0.061 -0.011 0.011
N 1.707542 1.798285 0.324094 -0.110 0.038 -0.003
H 0.856642 3.279615 -0.817095 0.014 0.001 0.012
C -3.109120 1.370996 1.163328 0.016 0.174 0.021
H -1.393898 -2.731582 -4.597571 -0.005 0.011 0.009
H -3.038237 -4.529169 2.313089 0.014 0.003 0.000
H 3.580177 -0.834968 -1.065946 -0.002 -0.015 -0.029
C -0.359324 -0.024971 -3.671490 -0.038 0.036 -0.022
H -2.485013 0.255435 -1.627218 0.076 0.034 0.146
H 3.017574 4.415422 -1.311779 0.009 -0.009 0.009
C -1.655513 -3.171434 1.400163 0.026 0.053 -0.072
H 3.860249 -1.927661 -2.421446 -0.015 0.003 0.006
H 2.853852 -2.441448 -1.063977 0.004 0.006 -0.012
H 5.118702 3.427572 -0.378122 -0.001 0.002 0.006
H -4.652082 1.122941 -0.296991 -0.039 -0.002 0.013
C 0.669490 2.269262 -3.823074 -0.025 -0.034 0.024
H 2.670993 0.952356 -2.535506 -0.044 -0.027 0.011
N 1.498170 -0.554227 1.791734 -0.206 0.079 0.006
C -2.186077 -3.880097 2.462975 -0.002 0.017 0.013
```
Forces are in eV/Å.

E_LUMO (spin up / spin down) in eV: 0.384 / -0.476
HOMO-LUMO gap (spin up / spin down) in Ha: 0.255 / 0.302
HOMO energy (spin up / spin down) in eV: -6.6 / -8.7
Multiplicity: 2